60
Properties=species:S:1:pos:R:3:lowdin_charge:R:1 method="wB97M-V/def2-TZVPD" max_force_ha_per_bohr=0.0102 molar_mass_da=733.317 relative_energy_kj_mol=20.0 energy_ha=-3327.4364 orbital_gap_ev="8.64 / 6.25" total_charge=+1 multiplicity=5
Ir 0.4075 0.8577 -1.2233 0.697
Cl 3.2029 -0.7059 -1.7617 0.712
C 3.8947 0.0874 -0.3789 -0.651
C 5.2198 0.4834 -0.4274 -0.082
C 5.7774 1.1061 0.6792 -0.050
C 5.0187 1.3224 1.8200 -0.054
C 3.6946 0.9200 1.8602 -0.056
C 3.1142 0.2984 0.7557 -0.394
P 1.3766 -0.1910 0.7232 0.918
C 0.6523 0.2622 2.3203 -0.363
C 0.4569 -0.7050 3.3071 -0.067
C -0.0950 -0.3460 4.5263 -0.061
C -0.4527 0.9739 4.7673 -0.060
C -0.2596 1.9358 3.7858 -0.059
C 0.2869 1.5860 2.5616 -0.099
C 1.3932 -2.0046 0.6699 -0.398
C 2.4922 -2.7132 1.1508 -0.084
C 2.4727 -4.0989 1.1583 -0.056
C 1.3604 -4.7830 0.6888 -0.058
C 0.2661 -4.0801 0.2053 -0.059
C 0.2835 -2.6950 0.1934 -0.105
H 5.8016 0.3063 -1.3214 0.115
H 6.8107 1.4233 0.6448 0.117
H 5.4573 1.8075 2.6814 0.115
H 3.1010 1.0928 2.7483 0.111
H 0.7329 -1.7356 3.1273 0.105
H -0.2437 -1.0991 5.2885 0.112
H -0.8820 1.2525 5.7206 0.112
H -0.5353 2.9658 3.9708 0.114
H 0.4328 2.3423 1.7990 0.077
H 3.3644 -2.1858 1.5178 0.115
H 3.3297 -4.6444 1.5303 0.114
H 1.3486 -5.8648 0.6935 0.113
H -0.5982 -4.6109 -0.1714 0.112
H -0.5612 -2.1550 -0.2146 0.047
O -1.1187 2.6438 -1.8048 -0.459
S 0.0640 3.5082 -1.5548 0.138
O -0.0232 4.8561 -1.9809 -0.269
O 0.5402 3.2329 -0.1951 -0.431
S 1.4997 2.3410 -2.5895 0.472
C -4.8745 -0.2102 -3.3297 -0.028
N -3.4325 -0.0218 -3.4615 -0.193
C -2.9176 -0.2570 -4.8076 -0.070
C -2.6296 0.0685 -2.3929 -0.680
S -1.0126 -0.5294 -2.5768 0.661
N -3.1225 0.6141 -1.2761 -0.198
C -2.6006 0.3598 0.0564 -0.066
C -4.0585 1.7366 -1.3307 -0.035
H -5.1593 -1.0829 -3.9177 0.103
H -5.4253 0.6544 -3.7022 0.103
H -5.1411 -0.3897 -2.2933 0.092
H -3.6554 0.1123 -5.5179 0.099
H -2.7518 -1.3204 -4.9915 0.098
H -1.9861 0.2803 -4.9549 0.073
H -2.1581 -0.6328 0.1193 0.067
H -3.4328 0.4020 0.7600 0.106
H -1.8793 1.1230 0.3568 0.064
H -4.1439 2.1122 -2.3458 0.100
H -3.6570 2.5362 -0.7081 0.101
H -5.0453 1.4573 -0.9575 0.100